The following is a quantum chemistry calculation of a molecular structure, CH4FOP, from OMol25.

Positions of all 8 atoms, in Å:
C 0.407 1.379 -0.165
O 0.471 2.531 -0.486
F 1.135 -0.812 0.532
P 1.375 -0.122 -0.972
H -0.023 0.981 0.651
H 0.315 -0.642 -1.712
H -1.921 -1.432 1.402
H -1.759 -1.883 0.750

**Kohn-Sham gap**: 9.8 eV
**Highest occupied orbital energy**: -0.3542 Eh
**Net charge**: 0
**Molecular weight**: 82.014 g/mol
**E_LUMO**: 0.148 eV
**2S+1**: 1
**E**: -556.886008 hartree
**Energy relative to the best compared isomer or geometry (same formula, charge and spin)**: 2.981 eV